No. 1
The following is a quantum chemistry calculation of a molecular structure, C28H34AsBrN2SiV, from the Open Molecules 2025 dataset.

## Properties
- Spin multiplicity: 2
- HOMO level (alpha / beta): -0.233 / -0.211 Ha
- Charge: 0
- Energy relative to the best compared isomer or geometry (same formula, charge and spin): 0.6691 eV
- Expectation value of S²: 0.76
- Electronic energy: -197014.791 eV

XYZ file:
```
68
C28H34AsBrN2SiV | the Open Molecules 2025 dataset | ωB97M-V/def2-TZVPD
Br -1.26 0.37 1.85
As 0.51 1.97 -0.58
V 0.71 -0.29 0.36
Si 0.76 -3.44 1.98
N 1.25 -2.04 1.11
N 2.73 -0.64 0.16
C -2.34 4.21 0.32
C 2.04 -3.71 3.38
C -3.87 -0.73 1.24
C -0.96 -3.14 2.73
C 0.75 3.13 1.00
C 4.24 -2.71 -0.88
C -2.57 -0.61 0.82
C 0.57 -5.11 1.06
C -1.32 2.53 -1.23
C 3.87 -0.38 -0.49
C -1.25 -2.35 -2.74
C -1.40 6.31 -1.20
C -4.36 -2.00 -0.73
C -4.77 -1.43 0.44
C 4.66 -1.39 -1.01
C 4.31 1.05 -0.60
C -0.73 -1.01 -0.78
C -2.07 6.57 -0.01
C 3.08 -2.99 -0.21
C -2.08 -1.17 -0.37
C 2.34 -1.93 0.35
C -1.65 3.93 -0.86
C -2.56 -2.50 -2.35
C -3.02 -1.90 -1.17
C 1.54 3.06 -1.89
C -0.36 -1.60 -1.98
C -1.21 5.01 -1.62
C -2.56 5.51 0.73
H 0.96 2.50 1.87
H -5.05 -2.54 -1.36
H -1.01 -2.24 3.34
H -2.20 7.58 0.32
H 2.73 -4.00 -0.08
H 4.38 1.34 -1.64
H 3.05 -3.81 2.99
H -3.11 5.70 1.65
H 0.07 -5.82 1.72
H -5.80 -1.51 0.76
H 2.61 3.00 -1.68
H 4.84 -3.52 -1.29
H 0.67 -1.48 -2.32
H -3.25 -3.08 -2.95
H -0.73 4.82 -2.57
H -4.19 -0.29 2.17
H -2.72 3.38 0.91
H 5.60 -1.15 -1.49
H 5.31 1.15 -0.16
H -1.01 7.13 -1.79
H 3.63 1.71 -0.07
H 1.23 4.10 -1.83
H 1.53 -5.55 0.78
H -2.04 1.83 -0.80
H -1.30 2.38 -2.31
H 1.36 2.67 -2.90
H 1.58 3.82 0.84
H 2.05 -2.89 4.09
H 1.83 -4.62 3.94
H -1.22 -3.98 3.37
H -1.73 -3.07 1.96
H -0.16 3.71 1.20
H -0.90 -2.84 -3.65
H -0.03 -5.02 0.16
```

---

No. 2
The following is a quantum chemistry calculation of a molecular structure, C28H34AsCrI2N9OP, from the Open Molecules 2025 dataset.

## Properties
- Spin multiplicity: 5
- HOMO level (alpha / beta): -0.244 / -0.324 Ha
- Charge: +1
- Energy relative to the best compared isomer or geometry (same formula, charge and spin): 0.0000 eV
- Expectation value of S²: 6.04
- Electronic energy: -159793.846 eV

XYZ file:
```
77
C28H34AsCrI2N9OP | the Open Molecules 2025 dataset | ωB97M-V/def2-TZVPD
I 2.67 -3.90 -1.30
I -2.28 -7.27 -0.90
As 3.32 -0.66 1.20
Cr -0.81 -0.30 -0.56
P -0.46 2.42 1.65
O 0.42 -1.69 -0.82
N 0.03 0.33 3.50
N -0.81 0.62 -4.68
N -0.42 -0.34 1.46
N 1.79 2.98 0.02
N -2.13 -1.78 -0.38
N -1.11 -0.13 -2.64
N 0.69 1.19 -0.60
N -2.16 1.28 -0.24
N -3.00 3.12 0.60
C 3.29 0.60 2.72
C -0.08 -1.44 2.20
C 2.47 2.43 -1.04
C -0.98 -1.21 -3.49
C -4.17 -2.97 0.00
C -0.80 -0.75 -4.75
C 2.18 4.18 0.74
C -3.85 2.71 -0.39
C -0.60 1.55 -5.78
C 0.61 -4.07 -1.05
C 1.78 1.31 -1.40
C -1.98 2.23 0.67
C -0.03 -5.30 -1.07
C -2.19 -4.23 -0.60
C 0.19 -1.03 3.48
C 0.71 2.20 0.26
C -1.50 -3.00 -0.61
C -3.17 4.32 1.41
C 0.17 1.18 4.68
C -3.45 -1.80 -0.04
C -3.31 1.56 -0.91
C 5.06 -0.10 0.49
C -3.57 -4.20 -0.30
C -0.98 0.95 -3.39
C -0.36 0.71 2.26
C -1.40 -5.38 -0.86
C -0.12 -2.91 -0.83
C 3.99 -2.19 2.23
H 3.15 -2.69 2.73
H -0.06 -2.42 1.77
H 3.04 4.62 0.23
H 0.40 1.99 -5.72
H -2.53 5.12 1.05
H 1.37 4.90 0.74
H -4.15 -5.12 -0.27
H 2.94 1.59 2.40
H -4.75 3.24 -0.62
H -1.05 -2.22 -3.13
H 4.45 -2.90 1.56
H 0.54 -6.20 -1.23
H 5.82 -0.10 1.27
H -2.92 4.10 2.45
H -5.22 -2.92 0.27
H -0.69 1.00 -6.71
H 5.36 -0.79 -0.30
H 2.00 0.58 -2.16
H -0.80 1.59 4.96
H -4.21 4.63 1.36
H -1.35 2.33 -5.76
H -3.69 0.92 -1.68
H 3.38 2.86 -1.41
H -3.91 -0.85 0.20
H 2.59 0.22 3.47
H 2.47 3.94 1.76
H 4.27 0.70 3.19
H 4.71 -1.86 2.98
H -1.05 1.96 -3.04
H 0.47 -1.58 4.36
H 0.55 0.57 5.49
H -0.67 -1.27 -5.69
H 4.99 0.90 0.06
H 0.88 1.98 4.48
```

---

No. 3
The following is a quantum chemistry calculation of a single C28H34ClFN4O2 molecule, from the Open Molecules 2025 dataset.

## Properties
- HOMO level: -0.302 Ha
- Structure (SMILES): C#Cc1cc(CC(N)(N)N)c2c(c1CCCCn1cccc1)C(=O)C([C@@H](Cl)CC)=C(C[C@H](C)F)C2=O
- Charge: 0
- Electronic energy: -54881.190 eV

XYZ file:
```
70
C28H34ClFN4O2 | the Open Molecules 2025 dataset | ωB97M-V/def2-TZVPD
Cl -1.69 3.91 1.13
F -2.80 -0.04 3.22
O -3.62 -1.73 0.31
O -1.40 2.07 -1.55
N -1.17 -4.11 -0.91
N 5.75 0.68 -2.19
N -2.24 -5.43 0.73
N 0.09 -5.18 0.90
C -3.88 3.76 -0.59
C 2.77 -0.89 0.14
C 1.34 -0.84 0.15
C 3.69 1.99 -1.72
C -0.74 0.25 -0.17
C 5.87 -0.63 -2.54
C 3.93 -0.75 0.41
C 6.69 0.97 -1.24
C -3.19 3.04 0.59
C 0.65 0.29 -0.30
C -0.69 -1.99 0.78
C -1.15 -4.51 0.49
C 7.41 -0.17 -0.99
C -4.52 1.24 4.17
C -3.41 0.56 0.81
C 6.88 -1.20 -1.82
C -1.39 -0.87 0.36
C -1.32 -3.22 1.38
C 4.79 1.62 -2.74
C 2.37 1.25 -1.98
C -1.60 1.39 -0.57
C 0.69 -1.94 0.67
C -4.60 0.55 1.72
C -4.18 0.17 3.15
C -2.78 1.63 0.31
C 1.38 1.50 -0.82
C -2.87 -0.79 0.48
C -3.07 4.76 -1.39
H 1.27 -2.79 1.01
H -2.45 -5.47 1.72
H 5.25 -1.15 -3.25
H -0.07 -6.18 0.97
H -4.63 -0.79 3.43
H -2.13 4.36 -1.74
H 5.31 2.53 -3.04
H -1.68 -4.80 -1.45
H 0.86 -4.99 0.28
H -3.64 5.04 -2.28
H -3.72 1.97 4.13
H -4.70 4.33 -0.16
H -3.07 -5.11 0.25
H -0.24 -4.00 -1.28
H 2.57 0.19 -2.15
H 1.95 1.91 0.02
H 4.32 1.18 -3.60
H -2.87 5.66 -0.83
H 6.84 1.91 -0.76
H -0.81 -3.38 2.33
H 1.96 1.65 -2.90
H -5.48 1.69 3.97
H -4.35 3.04 -1.26
H -5.27 -0.22 1.34
H -5.14 1.48 1.72
H -2.36 -3.06 1.62
H -3.82 3.07 1.46
H -4.49 0.79 5.16
H 8.23 -0.30 -0.31
H 7.21 -2.21 -1.89
H 4.03 1.71 -0.73
H 4.95 -0.73 0.69
H 0.71 2.28 -1.13
H 3.47 3.06 -1.76
```

---

No. 4
The following is a quantum chemistry calculation of a molecular structure, C28H34FeN6O3S, from the Open Molecules 2025 dataset.

## Properties
- Spin multiplicity: 2
- HOMO level (alpha / beta): -0.416 / -0.418 Ha
- Charge: +1
- Energy relative to the best compared isomer or geometry (same formula, charge and spin): 0.3169 eV
- Expectation value of S²: 0.77
- Electronic energy: -89889.352 eV

XYZ file:
```
73
C28H34FeN6O3S | the Open Molecules 2025 dataset | ωB97M-V/def2-TZVPD
Fe -0.12 -0.07 -0.02
S -2.78 -0.65 -0.66
O 0.07 -0.08 1.86
O 1.53 0.13 3.55
O -2.07 0.21 0.41
N 0.79 -6.06 -1.79
N -0.05 0.06 -2.02
N 0.99 -4.14 -0.26
N 1.91 0.08 0.07
N 0.00 -1.94 -0.06
N -0.08 1.86 -0.17
C -0.03 -0.71 -4.27
C -4.39 0.09 -0.86
C 4.16 0.03 -0.69
C 0.06 2.33 -6.61
C -0.16 4.08 0.69
C 0.02 0.84 -6.27
C 2.80 0.10 -0.93
C -0.01 0.59 -4.77
C -3.29 -2.15 0.16
C -0.06 -0.94 -2.92
C 0.46 -3.02 -0.19
C -0.17 2.70 0.86
C -0.03 2.36 -1.42
C -0.03 1.32 -2.48
C 1.26 0.02 2.38
C -1.26 6.49 -1.68
C -0.03 6.93 0.45
C 3.69 -0.05 1.65
C 2.34 0.01 1.33
C 0.86 -5.15 -1.09
C 1.28 0.17 -6.86
C 1.25 6.46 -1.63
C -1.24 0.22 -6.90
C -0.06 4.62 -0.58
C -0.03 6.12 -0.85
C 0.00 3.72 -1.65
C -0.01 1.61 -3.83
C 4.61 -0.05 0.62
H -1.28 -0.86 -6.74
H 1.29 5.95 -2.60
H -4.08 -2.62 -0.43
H -4.92 -0.43 -1.65
H 1.30 0.34 -7.94
H -2.14 0.67 -6.49
H -4.23 1.13 -1.13
H -0.08 -1.94 -2.51
H 2.41 0.16 -1.93
H -0.22 4.70 1.57
H -2.43 -2.81 0.24
H -3.66 -1.88 1.15
H -1.27 7.57 -1.86
H 0.00 7.99 0.20
H 0.00 2.64 -4.15
H 0.95 2.82 -6.20
H 1.28 -0.90 -6.69
H -0.94 6.76 1.03
H -0.04 -1.57 -4.94
H 0.83 6.71 1.07
H 3.97 -0.10 2.69
H -0.83 2.85 -6.24
H 2.18 0.59 -6.43
H 0.05 4.08 -2.66
H 4.84 0.04 -1.53
H 1.28 7.53 -1.83
H 5.67 -0.11 0.83
H -4.94 0.02 0.08
H 0.08 2.45 -7.69
H 2.14 6.19 -1.07
H -1.27 5.99 -2.65
H -1.23 0.40 -7.98
H -2.18 6.23 -1.15
H -0.24 2.24 1.84
```